1.
Below is a single C3H5NO2 molecule, with properties calculated with the ωB97M-V functional and the def2-TZVPD basis.

Output
relative energy (zero: lowest compared OMol25 entry of this formula, charge and spin)	225.18	kJ/mol
E_HOMO	-0.3735	Eh
strongest force on any atom	1.688	eV/Å
HOMO-LUMO gap	10.93	eV
structure (SMILES)	[H]/N=C\OCC=O
spin multiplicity	1

Positions of all 11 atoms, in Å:
O (0.75, -2.39, -0.13)
O (-0.04, 1.02, -0.68)
N (-1.02, 0.74, 1.59)
C (-0.79, 1.32, 0.49)
C (0.92, -0.02, -0.63)
C (0.19, -1.37, -0.42)
H (-0.97, -0.28, 1.75)
H (1.47, -0.08, -1.60)
H (1.66, 0.17, 0.16)
H (-1.29, 2.25, 0.19)
H (-0.89, -1.36, -0.72)

2.
Below is C3H5NO2 as an isolated structure, with properties calculated with the ωB97M-V functional and the def2-TZVPD basis.

Output
relative energy (zero: lowest compared OMol25 entry of this formula, charge and spin)	326.14	kJ/mol
E_HOMO	-0.2955	Eh
strongest force on any atom	0.628	eV/Å
HOMO-LUMO gap	8.61	eV
spin multiplicity	1

Positions of all 11 atoms, in Å:
O (0.37, 1.42, 1.20)
O (-0.06, -1.25, -0.54)
N (-1.75, 0.37, -0.33)
C (1.16, -0.86, 0.26)
C (0.68, 0.70, 0.18)
C (-0.51, -0.03, -0.39)
H (2.06, -1.21, -0.25)
H (-2.55, -0.24, -0.29)
H (1.03, -1.28, 1.26)
H (1.29, 1.14, -0.65)
H (-1.78, 1.26, 0.18)

3.
Below is a 2-piece molecular cluster, C3H5NO2 overall, with properties calculated with the ωB97M-V functional and the def2-TZVPD basis.

Output
relative energy (zero: lowest compared OMol25 entry of this formula, charge and spin)	598.54	kJ/mol
E_HOMO	-0.3770	Eh
strongest force on any atom	6.010	eV/Å
HOMO-LUMO gap	10.46	eV
structure (SMILES)	C#CC.O=NO
spin multiplicity	1

Positions of all 11 atoms, in Å:
O (3.89, -0.17, 0.30)
O (1.92, -0.08, -0.75)
N (2.73, -0.41, 0.36)
C (-1.03, -0.10, 0.30)
C (-1.97, 0.91, -0.13)
C (-0.37, -1.06, 0.57)
H (1.25, -0.69, -0.72)
H (-2.72, 1.20, 0.61)
H (-2.84, 0.52, -0.78)
H (-1.32, 1.62, -0.60)
H (0.47, -1.75, 0.85)

4.
Below is a 2-piece molecular cluster, C3H5NO2 overall, with properties calculated with the ωB97M-V functional and the def2-TZVPD basis.

Output
relative energy (zero: lowest compared OMol25 entry of this formula, charge and spin)	426.95	kJ/mol
E_HOMO	-0.3359	Eh
strongest force on any atom	2.550	eV/Å
HOMO-LUMO gap	10.09	eV
structure (SMILES)	C1=CN1.O=CO
spin multiplicity	1

Positions of all 11 atoms, in Å:
O (1.67, 0.96, -0.10)
O (2.30, -1.13, 0.31)
N (-0.91, 0.48, -0.51)
C (-1.20, -0.94, -0.11)
C (2.54, 0.04, 0.26)
C (-1.65, -0.04, 0.65)
H (-2.43, 0.13, 1.31)
H (3.50, 0.40, 0.39)
H (-1.57, 0.86, -1.17)
H (-1.22, -1.89, -0.70)
H (0.82, 0.60, -0.41)